{
  "formula": "C10H17Cl3O6V",
  "method": "wB97M-V/def2-TZVPD",
  "charge": -2,
  "multiplicity": 2,
  "orbital_gap_ev": [5.17, 5.18],
  "species": ["C", "C", "C", "C", "C", "C", "C", "C", "C", "C", "V", "Cl", "Cl", "O", "H", "H", "H", "H", "H", "H", "H", "H", "H", "H", "H", "H", "H", "H", "H", "H", "O", "H", "O", "Cl", "O", "O", "O"],
  "xyz": [[-0.549, 0.947, -1.352], [-1.457, -0.058, -0.930], [-0.728, -1.218, -0.579], [-2.918, 0.043, -1.046], [0.661, -1.003, -0.856], [0.783, 0.317, -1.484], [1.993, 0.968, -1.674], [-0.899, 2.327, -1.749], [-1.355, -2.516, -0.228], [1.801, -1.915, -0.655], [0.713, 0.734, 0.678], [-4.046, -0.234, 1.905], [-1.066, 1.939, 1.456], [2.478, 0.604, 1.375], [-3.265, 1.040, -0.778], [-3.428, -0.621, -0.334], [-3.235, -0.182, -2.071], [-2.108, -2.366, 0.564], [-0.611, -3.257, 0.105], [-1.878, -2.937, -1.105], [1.623, -2.547, 0.221], [2.711, -1.336, -0.484], [1.966, -2.568, -1.518], [2.896, 0.374, -1.596], [2.537, 2.390, 0.311], [1.992, 1.884, -2.258], [-1.771, 2.656, -1.175], [-1.142, 2.386, -2.816], [-0.087, 3.031, -1.550], [2.683, -0.075, 2.051], [1.577, 2.610, 0.301], [1.431, 3.358, 0.901], [0.149, -1.022, 1.831], [0.535, -0.962, 3.337], [-0.327, -1.831, 4.079], [1.919, -1.397, 3.421], [0.423, 0.437, 3.703]],
  "mulliken_spin": [0.0091, -0.0078, -0.0531, -0.0026, 0.0734, -0.0886, 0.2542, -0.0003, 0.0005, -0.0026, 0.8444, 0.0002, 0.0075, 0.0026, 0.0005, -0.0001, 0.0008, -0.0013, -0.0004, -0.0017, -0.0004, -0.0005, 0.0010, -0.0032, -0.0082, -0.0217, -0.0002, -0.0015, -0.0006, 0.0044, -0.0092, 0.0004, 0.0036, -0.0019, 0.0013, 0.0001, 0.0022]
}



{
  "formula": "C10H17F2NO4PS2",
  "method": "wB97M-V/def2-TZVPD",
  "charge": -1,
  "orbital_gap_ev": 8.61,
  "species": ["C", "C", "C", "P", "O", "C", "C", "C", "S", "N", "C", "O", "C", "F", "C", "C", "S", "O", "O", "F", "H", "H", "H", "H", "H", "H", "H", "H", "H", "H", "H", "H", "H", "H", "H", "H", "H"],
  "xyz": [[0.024, 3.995, -0.168], [-0.422, 2.886, -0.087], [-0.956, 1.539, -0.036], [-0.233, 0.137, -1.111], [0.302, -1.081, -2.199], [1.173, -0.338, 0.076], [1.499, 0.564, 1.260], [2.744, 0.032, 2.004], [2.466, -1.434, 3.033], [-1.462, 0.602, -2.399], [-1.550, -0.093, -3.394], [-1.925, -0.786, -4.264], [-1.524, -1.103, -0.341], [-1.346, -2.419, -0.786], [-1.665, -1.142, 1.182], [-2.265, -2.473, 1.672], [1.257, 1.547, -2.229], [0.627, 2.525, -3.067], [2.343, 1.999, -1.396], [2.023, 0.612, -3.324], [0.171, 5.024, -0.380], [-1.079, 1.273, 1.010], [-1.975, 1.643, -0.407], [1.016, -1.607, -1.837], [1.022, -1.350, 0.452], [2.101, -0.413, -0.493], [0.710, 0.547, 2.009], [1.742, 1.584, 0.984], [3.493, -0.207, 1.253], [3.162, 0.813, 2.631], [1.585, -2.148, 2.320], [-2.494, -0.816, -0.744], [-2.393, -0.389, 1.475], [-0.769, -0.967, 1.772], [-1.504, -3.230, 1.827], [-2.723, -2.289, 2.644], [-3.050, -2.830, 1.014]],
  "lowdin_charge": [0.0942, -0.2171, -0.2788, 0.6232, -0.2814, -0.2968, -0.3117, -0.5580, 0.6791, -0.0062, -0.4174, 0.1218, -0.3503, -0.0672, -0.2358, -0.1030, 0.5932, -0.3530, -0.3622, -0.2603, 0.0236, 0.0684, 0.0886, 0.0492, 0.0640, 0.0763, 0.0832, 0.0909, 0.0633, 0.0648, -0.1736, 0.1128, 0.1010, 0.0769, 0.0645, 0.0640, 0.0699]
}



{
  "formula": "C10H17FOP2",
  "method": "wB97M-V/def2-TZVPD",
  "orbital_gap_ev": 9.57,
  "smiles": "C/C=C(/C(=O)/C=C/CCC)C(F)(P)P",
  "de_lowest_kcal_mol": 0.0,
  "species": ["C", "C", "C", "C", "C", "C", "C", "C", "C", "C", "O", "F", "P", "P", "H", "H", "H", "H", "H", "H", "H", "H", "H", "H", "H", "H", "H", "H", "H", "H", "H"],
  "xyz": [[0.882, -0.842, 0.648], [1.267, 0.086, -0.228], [-1.248, 1.333, 0.953], [-1.467, 0.102, 0.697], [-0.494, -1.059, 0.932], [-2.033, 2.627, 0.792], [4.237, -1.354, -0.795], [2.639, 0.618, -0.563], [3.778, -0.160, 0.064], [-2.813, -0.441, -0.173], [-0.959, -2.097, 1.243], [-2.500, 0.126, -1.420], [-2.958, -2.285, -0.442], [-4.393, 0.263, 0.639], [1.760, -1.204, 1.305], [0.498, 0.665, -0.740], [-0.253, 1.639, 1.380], [-2.634, 2.560, -0.109], [-1.315, 3.495, 0.791], [-2.860, 2.857, 1.582], [3.741, -2.266, -0.571], [3.991, -1.008, -1.848], [5.371, -1.562, -0.942], [2.889, 0.804, -1.583], [2.603, 1.690, -0.092], [4.653, 0.416, -0.035], [3.716, -0.293, 1.109], [-2.050, -2.447, -1.536], [-4.021, -1.934, -1.327], [-5.147, -0.907, 0.821], [-4.879, 0.579, -0.553]],
  "lowdin_charge": [-0.0222, -0.0797, -0.1632, -0.1746, -0.4464, -0.1106, -0.1011, -0.1901, -0.2852, -0.8541, 0.0149, -0.1328, 0.8464, 0.8605, 0.1519, 0.1120, 0.1284, 0.0461, 0.0830, 0.0960, 0.0453, 0.0835, 0.0993, 0.0973, 0.1536, 0.0814, 0.0881, -0.0761, -0.0968, -0.1197, -0.1352]
}



Calculated values (eV/A) of maximum force for the records, taken in order: 2.789 2.541 5.691.